w) # C2H8OS

2 unconnected molecules or ions with the total composition C2H8OS (wB97M-V/def2-TZVPD, the OMol25 dataset).

HOMO-LUMO gap in eV: 9.1
Highest occupied orbital energy in Ha: -0.3073
SMILES string: CSC.O

ORCA input file:
```
! RIJCOSX wB97M-V def2-TZVPD def2/J DEFGRID3
* xyz 0 1
C -1.8374 0.7922 -0.4646
S -1.6377 -0.4344 0.8589
C 0.0768 -0.0620 1.4486
H -0.8392 1.1078 -0.7082
H -2.5261 1.6458 -0.0570
H -2.3480 0.4248 -1.3463
H -0.2097 0.4468 2.3912
H 0.6658 -0.9169 1.7395
H 0.5961 0.6202 0.7151
O 2.7483 -1.5311 -1.3072
H 2.6040 -0.6317 -0.9967
H 2.7072 -1.4614 -2.2733
*
```



x) # C2H8OS

3 unconnected molecules or ions with the total composition C2H8OS (wB97M-V/def2-TZVPD, the OMol25 dataset).

HOMO-LUMO gap in eV: 3.3
Highest occupied orbital energy in Ha: -0.2763

ORCA input file:
```
! RIJCOSX wB97M-V def2-TZVPD def2/J DEFGRID3
* xyz 0 1
C 1.0477 -0.2294 0.6184
C 1.8338 -0.3453 -0.6388
S -4.4991 -0.0970 0.0526
H 0.8381 -1.2047 1.0381
H 1.4100 0.4441 1.3837
H 2.9211 -0.2401 -0.5390
H 1.5661 0.3403 -1.4433
H 1.7893 -1.3650 -1.0131
H -3.7228 0.9806 0.2300
H -1.9609 0.5828 0.3444
H -0.1399 0.4086 -0.0012
O -1.0835 0.7251 -0.0320
*
```



Most stable: w)



w) # C4H12S2

2 unconnected molecules or ions with the total composition C4H12S2 (wB97M-V/def2-TZVPD, the OMol25 dataset).

HOMO-LUMO gap in eV: 9.2
Highest occupied orbital energy in Ha: -0.3050
SMILES string: CSC.CSC

ORCA input file:
```
! RIJCOSX wB97M-V def2-TZVPD def2/J DEFGRID3
* xyz 0 1
C 1.9170 -0.1872 -1.7896
S 1.0079 -1.4656 -0.8965
C 2.0682 -1.7437 0.5544
H 1.8556 -0.3926 -2.8605
H 2.9486 -0.0978 -1.5295
H 1.4397 0.7466 -1.6669
H 2.7922 -0.9397 0.6061
H 1.4551 -1.6707 1.4468
H 2.6715 -2.6396 0.4294
C -1.9845 1.4079 1.8958
S -2.5623 -0.0783 1.0316
C -2.0548 0.4677 -0.6504
H -2.4946 2.2646 1.5032
H -0.9046 1.4665 1.7767
H -2.2186 1.2740 2.9488
H -2.4746 -0.2150 -1.3871
H -2.4811 1.4600 -0.7456
H -0.9810 0.3428 -0.6667
*
```



x) # C4H12S2

2 unconnected molecules or ions with the total composition C4H12S2 (wB97M-V/def2-TZVPD, the OMol25 dataset).

HOMO-LUMO gap in eV: 9.4
Highest occupied orbital energy in Ha: -0.3145
SMILES string: CCSC.CS

ORCA input file:
```
! RIJCOSX wB97M-V def2-TZVPD def2/J DEFGRID3
* xyz 0 1
C -2.3395 -0.8511 0.1797
C -2.0709 0.4504 0.9061
S -0.3084 0.5501 1.3956
C -0.2486 2.2732 1.8970
H -3.3815 -0.9113 -0.1328
H -2.1176 -1.7131 0.8052
H -1.7207 -0.9155 -0.7093
H -2.6612 0.5709 1.8148
H -2.2295 1.3071 0.2576
H -0.5810 2.9238 1.0937
H -0.8353 2.4731 2.7865
H 0.7865 2.5062 2.1197
C 2.7581 -0.4010 -1.8730
S 1.2425 -1.3902 -1.8714
H 3.0135 -0.1777 -2.9037
H 2.5815 0.5338 -1.3502
H 3.5814 -0.9340 -1.4085
H 0.9177 -1.1199 -0.6032
*
```



y) # C4H12S2

2 unconnected molecules or ions with the total composition C4H12S2 (wB97M-V/def2-TZVPD, the OMol25 dataset).

HOMO-LUMO gap in eV: 9.7
Highest occupied orbital energy in Ha: -0.3279
SMILES string: CCS.CCS

ORCA input file:
```
! RIJCOSX wB97M-V def2-TZVPD def2/J DEFGRID3
* xyz 0 1
C 0.6106 3.2114 1.2980
C 1.2968 1.8243 1.3146
S 2.6192 1.7514 2.6027
H 1.0277 3.9160 1.9066
H -0.4952 3.1264 1.3442
H 0.7377 3.6877 0.2518
H 0.6413 0.9180 1.8015
H 1.5495 1.3524 0.2828
H 3.1537 2.9109 2.3076
C -2.0973 -2.9217 -0.8143
C -0.6019 -2.7168 -1.5068
S -0.7240 -0.8398 -2.1859
H -2.8730 -2.4623 -1.4833
H -2.0416 -2.4431 0.2267
H -2.3600 -4.0422 -0.6116
H 0.3534 -2.7110 -1.0443
H -0.6446 -3.2794 -2.4042
H -0.1522 -1.2822 -3.2861
*
```



Most stable: x)



w) # C6H16

2 unconnected molecules or ions with the total composition C6H16 (wB97M-V/def2-TZVPD, the OMol25 dataset).

HOMO-LUMO gap (alpha / beta) in eV: 11.7 / 4.5
⟨S²⟩: 0.75
Highest occupied orbital energy (alpha / beta) in Ha: -0.5465 / -0.5465

ORCA input file:
```
! RIJCOSX wB97M-V def2-TZVPD def2/J DEFGRID3
* xyz 1 2
C -0.0152 -1.5874 -0.3426
C -1.0137 -0.7297 -1.1428
C 0.2283 -1.2642 1.1033
C -0.1515 -3.0157 -0.6496
H 0.9782 -1.2547 -0.8720
H -0.7690 0.3291 -1.2067
H -1.9637 -0.8029 -0.5901
H 0.6691 -2.0998 1.6370
H 0.9275 -0.4181 1.2271
H -0.6655 -0.8678 1.6038
H 0.3794 -3.7139 0.0056
H -1.1831 -3.4352 -0.6008
H 0.1192 -3.2522 -1.6912
H -1.1924 -1.1175 -2.1436
C -0.0960 3.5278 0.1617
C 1.0418 2.6875 0.8210
H -0.6342 2.9495 -0.5924
H -0.8105 3.8313 0.9221
H 0.3314 4.3821 -0.3525
H 1.2098 1.7484 0.2986
H 0.7874 2.4598 1.8539
H 1.9052 3.3422 0.8210
*
```



x) # C6H16

2 unconnected molecules or ions with the total composition C6H16 (wB97M-V/def2-TZVPD, the OMol25 dataset).

HOMO-LUMO gap (alpha / beta) in eV: 11.7 / 4.0
⟨S²⟩: 0.75
Highest occupied orbital energy (alpha / beta) in Ha: -0.5409 / -0.5405

ORCA input file:
```
! RIJCOSX wB97M-V def2-TZVPD def2/J DEFGRID3
* xyz 1 2
C 0.6981 -0.3144 -1.5685
C 0.0902 -1.5812 -0.9850
C 1.4411 -0.6341 -2.8696
H -0.0277 0.4383 -1.9067
H 1.3608 0.1479 -0.8307
H -0.5464 -2.0609 -1.7321
H 1.8593 0.2459 -3.3564
H 2.0973 -1.4945 -2.7872
H -0.4785 -1.5223 -0.0663
H 0.9587 -2.2278 -0.8409
H 0.7029 -0.8969 -3.6369
C -0.9278 1.1711 2.3967
C 0.4334 1.2158 1.7920
C -1.7636 0.2796 1.3701
H -0.9603 0.5577 3.3186
H -1.2918 2.1496 2.6088
H 1.1038 0.3541 1.8294
H -1.2141 -0.6120 1.0324
H -2.6817 -0.1266 1.8052
H -1.8313 0.9391 0.4989
H 0.4596 1.4533 0.7083
H 0.9592 2.0478 2.3003
*
```



Most stable: w)



w) # C2H2N4O2

A single C2H2N4O2 molecule (wB97M-V/def2-TZVPD, the OMol25 dataset).

HOMO-LUMO gap in eV: 9.0
Highest occupied orbital energy in Ha: -0.3773
SMILES string: O=Cn1nnc(=O)[nH]1

ORCA input file:
```
! RIJCOSX wB97M-V def2-TZVPD def2/J DEFGRID3
* xyz 0 1
O -2.9217 -0.7084 -0.1841
C -2.0940 0.2362 0.1553
N -0.5675 0.2419 0.2171
N 0.1670 1.3309 0.0925
N 1.3691 1.0695 -0.2612
C 1.5530 -0.2464 -0.1745
O 2.4961 -0.8482 0.1623
N 0.2523 -0.8017 -0.1069
H -2.2805 1.3653 0.2962
H 0.3862 -1.7352 0.4027
*
```



x) # C2H2N4O2

A single C2H2N4O2 molecule (wB97M-V/def2-TZVPD, the OMol25 dataset).

HOMO-LUMO gap in eV: 9.2
Highest occupied orbital energy in Ha: -0.3679
SMILES string: [H]/N=c1\nc(O)nno1

ORCA input file:
```
! RIJCOSX wB97M-V def2-TZVPD def2/J DEFGRID3
* xyz 0 1
H 2.7078 -1.4573 -0.5384
N 2.4723 -0.4356 -0.0390
C 1.3045 -0.1677 0.1936
N 0.1557 -0.8666 -0.0030
C -1.0174 -0.2794 0.1250
O -2.1880 -0.7704 0.2454
N -1.2171 1.0849 -0.1764
N -0.2677 1.7543 -0.1055
O 1.0461 1.2798 0.4306
H -2.9963 -0.1420 -0.1325
*
```



y) # C2H2N4O2

A single C2H2N4O2 molecule (wB97M-V/def2-TZVPD, the OMol25 dataset).

HOMO-LUMO gap in eV: 9.3
Highest occupied orbital energy in Ha: -0.3865
SMILES string: [H]/N=c1\nn[nH]oc1=O

ORCA input file:
```
! RIJCOSX wB97M-V def2-TZVPD def2/J DEFGRID3
* xyz 0 1
H -1.4280 2.1969 -0.4205
N -1.7353 1.1731 -0.3889
C -0.6644 0.5243 0.0484
N 0.5728 1.2138 0.4919
N 1.6283 0.4630 0.4160
N 1.5171 -0.6032 -0.3171
O 0.3220 -1.4220 -0.2694
C -0.7441 -0.8470 0.0276
O -1.6621 -1.4315 0.5716
H 2.1935 -1.2674 -0.1596
*
```



z) # C2H2N4O2

A single C2H2N4O2 molecule (wB97M-V/def2-TZVPD, the OMol25 dataset).

HOMO-LUMO gap in eV: 10.7
Highest occupied orbital energy in Ha: -0.4024
SMILES string: O=C(O)n1cnnn1

ORCA input file:
```
! RIJCOSX wB97M-V def2-TZVPD def2/J DEFGRID3
* xyz 0 1
O 1.4647 -0.2518 1.5619
C 0.2717 -0.0449 1.1247
O -0.9707 0.4005 1.6589
N 0.2428 -0.0980 -0.2078
C -0.8161 -0.1113 -1.0739
N -0.2997 -0.0521 -2.2653
N 1.1781 0.0475 -2.0755
N 1.4795 0.0346 -0.9068
H -0.8588 0.0519 2.5772
H -1.6915 0.0236 -0.3934
*
```



Most stable: z)



w) # C2H2N4O2

2 unconnected molecules or ions with the total composition C2H2N4O2 (wB97M-V/def2-TZVPD, the OMol25 dataset).

HOMO-LUMO gap in eV: 10.2
Highest occupied orbital energy in Ha: -0.3966

ORCA input file:
```
! RIJCOSX wB97M-V def2-TZVPD def2/J DEFGRID3
* xyz 0 1
C 1.5087 -0.2197 -0.0054
C -0.0707 -0.2271 -0.1676
H 1.2788 1.8984 1.1914
H 2.8785 1.5025 0.2202
N 1.9808 1.0924 0.2005
N -0.6574 1.0370 -0.3255
N -1.8701 0.8622 -0.2153
N -1.0506 -1.1049 0.2626
O 1.9418 -1.2827 -0.2137
O -2.1424 -0.4581 0.2349
*
```



x) # C2H2N4O2

A single C2H2N4O2 molecule (wB97M-V/def2-TZVPD, the OMol25 dataset).

HOMO-LUMO gap in eV: 9.4
Highest occupied orbital energy in Ha: -0.3663
SMILES string: [H]/N=c1\nnonc1O

ORCA input file:
```
! RIJCOSX wB97M-V def2-TZVPD def2/J DEFGRID3
* xyz 0 1
H -1.1077 2.3997 -0.3301
N -1.2554 1.3757 -0.2514
C -0.1954 0.6945 0.1197
N 1.0474 1.2158 0.4270
N 1.9985 0.5764 -0.0518
O 1.9310 -0.7289 -0.2136
N 0.7567 -1.5503 0.0559
C -0.2889 -0.7285 0.1043
O -1.4805 -1.0866 0.1023
H -1.4058 -2.1679 0.0378
*
```



Most stable: x)